210
Properties=species:S:1:pos:R:3:forces:R:3:lowdin_charge:R:1 method="wB97M-V/def2-TZVPD" smiles=CC1(C)CCCC(C)(C)N1O.CC1(C)CCCC(C)(C)N1O.CC1(C)CCCC(C)(C)N1O.CC1(C)CCCC(C)(C)N1O.CC1(C)CCCC(C)(C)N1O.OCCO.OCCO.OCCO.OCCO.OCCO.OCCO gap_ev=7.75 e_tot_ev=-103474.511 spin_multiplicity=1 e_above_lowest_kj_mol=618.08 mol_weight_g_mol=1158.693 e_homo_ha=-0.28526
H 3.1272 5.2121 6.8416 -0.085 -0.104 0.501 0.075
O -3.9423 -8.3667 -0.4898 0.033 -1.288 -0.452 -0.066
H 3.8917 -1.6691 4.0612 -0.043 0.808 -0.256 0.090
H -0.8138 4.3213 4.4963 0.269 -0.712 -0.542 0.110
N 6.9442 -2.1031 5.5296 0.642 -0.839 2.349 -0.114
H -2.8688 -3.8824 -13.5830 0.302 0.271 0.096 0.075
C -8.6042 -2.4142 4.6211 -1.168 0.517 1.770 -0.173
C -2.3575 -4.8312 -13.4204 -0.452 0.214 0.347 -0.047
C 5.2141 -0.1579 -4.9323 0.831 0.660 1.788 -0.219
H 6.2977 -0.9238 8.7939 0.482 -0.226 -0.041 0.085
H -2.2731 -5.2988 -14.4014 0.428 0.023 -0.051 0.083
H -3.3546 5.0798 6.6574 -0.043 0.133 0.334 0.096
C 4.5655 -1.4334 4.8850 -0.837 0.168 0.766 -0.040
O 7.8243 -1.0921 5.1121 -0.393 0.472 -0.604 -0.029
C 6.9651 -2.1701 7.0416 -0.709 0.247 -1.188 -0.510
H 9.0926 -2.7275 7.1206 -0.100 -0.199 -0.081 0.083
H 8.0091 5.3520 -0.9961 0.293 -0.706 0.085 0.080
C -8.2542 1.6581 5.3099 -0.005 0.850 -1.325 -0.061
H 4.1786 -3.3943 6.9716 0.203 0.419 -0.057 0.096
C 6.1475 -1.0611 7.7231 0.168 0.991 -0.919 -0.037
C -1.4195 5.5685 5.9086 -1.288 0.150 -0.332 -0.544
H -0.2823 4.8889 8.9592 0.015 -0.636 -0.214 0.058
C -1.9843 6.3884 4.7443 1.209 1.239 -0.740 -0.051
C -4.3675 5.6971 -5.3685 0.453 1.592 0.444 -0.206
H -2.3242 3.7071 5.0271 -0.227 0.280 0.689 0.121
H 5.0097 -0.4049 -2.7201 0.299 0.426 -0.036 0.118
C -0.4803 -6.2270 -12.6202 0.347 0.476 1.020 -0.142
H -1.6542 -4.5394 -8.7561 -0.279 0.178 -0.180 0.081
C 2.2774 5.8715 6.6652 -0.120 0.065 0.630 -0.039
C -6.3605 -2.4483 3.5949 -0.272 1.215 -0.902 -0.034
O -7.9161 -1.5116 -4.8397 -1.975 -0.139 -1.280 -0.057
H 2.4217 6.1829 5.6307 -0.887 -0.647 -0.517 0.073
C 0.6353 -6.4821 -11.5971 -1.540 0.044 1.008 -0.152
H -2.3811 5.0563 -4.4852 -0.220 -0.005 -0.293 0.121
H 4.5248 7.9925 -1.9056 -0.399 0.018 -0.271 0.073
H 1.4226 -7.8596 -0.4779 0.071 0.197 -0.135 0.116
H 4.1128 8.5456 0.8279 0.425 -0.017 -0.420 0.086
H 0.5053 6.3362 8.9877 0.564 0.287 -0.165 0.072
H -5.9350 -2.2070 2.6208 0.428 -0.036 -0.088 0.066
C -9.6478 -0.2751 5.4169 -0.440 -1.960 -2.385 -0.108
C 3.9770 7.0784 -1.6768 0.068 -0.690 0.230 -0.034
H -6.1647 6.3806 -5.5414 -0.178 -0.110 0.125 0.080
H 6.0145 0.5762 -5.0256 1.074 -0.894 -0.381 0.107
H 5.0653 -1.0377 7.5945 0.037 -0.470 -0.344 0.069
C -0.0824 -0.7867 -0.9399 1.164 0.140 0.905 -0.224
H 5.4907 -2.6623 2.5909 -0.336 0.131 0.056 0.086
H 6.5570 -0.2160 7.1697 -0.312 0.772 0.496 0.084
O 4.1269 0.7399 -4.8514 -1.513 -0.160 0.288 -0.090
H 4.3135 -3.9916 4.7705 0.145 -0.249 -1.010 0.111
C -0.8014 -0.1167 0.3524 0.637 -0.840 -2.618 -0.198
H 6.1156 4.0297 -0.4309 -0.319 -0.066 -0.278 0.116
H 8.3024 -2.3784 8.6573 0.139 -0.094 0.099 0.083
H 0.8371 -3.6576 -12.9411 0.302 -0.284 -0.088 0.065
O -6.8858 0.4630 2.9337 -0.118 -0.660 -0.313 -0.010
O -3.9448 3.9988 -3.6835 0.060 -1.011 -0.040 -0.072
H 8.5735 5.0378 0.7651 0.432 -0.278 -0.695 0.079
H -9.0871 2.1721 5.7899 0.013 -0.173 0.397 0.082
C -0.0820 -4.4531 -10.2758 -1.316 1.436 0.253 -0.492
H 2.6741 7.6487 0.5536 -0.198 -0.142 0.303 0.085
C 6.0066 4.4186 0.5815 -1.219 -1.275 0.329 -0.146
H -7.5033 1.2834 6.0055 -0.151 0.166 -0.061 0.091
C -1.3912 4.1291 5.4006 3.432 -0.475 -0.355 -0.127
C 6.2281 -2.2761 3.2946 0.103 -0.626 -1.409 -0.051
H -0.0755 -1.8750 -1.0015 -0.800 -0.108 0.213 0.108
H 3.6134 4.5423 -0.9754 0.222 0.528 -0.389 0.100
C 8.0862 5.6876 0.0381 -1.523 0.295 -0.025 -0.029
C 1.2455 -3.7253 -10.3367 0.920 1.219 -0.089 -0.059
H -0.9662 2.8989 7.1991 -0.327 -0.316 -0.163 0.104
H -2.0108 -6.4660 -0.0320 -0.009 -0.071 -0.111 0.078
N -0.0866 6.0860 6.3263 -0.563 -1.341 -1.177 -0.092
C -4.6238 -7.1625 -0.3195 1.483 1.991 -1.494 -0.238
H 1.6193 3.6643 5.8709 -0.299 -0.022 -0.404 0.112
N 5.7821 6.6619 -0.1992 0.502 -3.946 0.229 -0.175
H 6.6184 3.7388 1.1745 -0.057 0.043 0.337 0.117
H -4.1600 5.3161 -6.3685 0.097 -0.476 0.182 0.111
H -0.2599 2.2697 5.6586 -0.296 -0.205 0.257 0.107
C 5.0584 -3.9585 6.6621 2.310 0.824 0.127 -0.149
H 3.8904 -6.0741 -3.1053 -0.189 -0.019 -0.114 0.085
H -0.4638 -6.5185 -9.6080 -0.983 0.008 -0.796 0.117
H 6.3820 -1.3402 -3.4164 0.209 0.556 -0.087 0.115
O -1.5369 -2.7854 -11.3123 0.407 -0.461 -0.447 -0.007
H 2.1384 -4.1137 -10.8267 -0.417 -0.940 -0.337 0.079
H -8.4340 -0.9163 1.5218 0.210 0.080 0.361 0.064
O -2.7232 -5.8296 0.0638 1.285 0.516 0.196 -0.090
H -4.2516 -5.0835 -0.9224 -0.166 0.028 -0.364 0.108
H -2.6651 6.6722 7.1880 -0.411 -0.069 0.242 0.082
O 6.3567 7.8527 -0.4475 0.428 2.160 0.034 0.000
H -0.8530 -0.8503 -2.7377 -0.205 0.089 0.072 0.088
H -5.5585 -7.0825 -0.8745 -0.329 -0.800 0.302 0.109
C -0.4823 3.1538 6.2562 -1.148 1.330 -0.722 -0.149
C 6.8101 6.2451 2.1253 -0.832 0.295 -0.780 -0.011
H 1.7907 -6.8709 -2.8244 0.188 0.322 0.048 0.115
H -4.7537 0.4208 -4.3601 -0.070 0.045 0.092 0.079
H -1.2405 6.7255 4.0223 0.852 -0.180 0.225 0.080
C -7.7320 -1.6566 3.6538 -0.372 -1.211 -3.271 -0.460
H 7.1341 -4.2957 7.3044 0.011 -0.114 -0.362 0.118
C 6.6201 5.7777 0.6089 0.730 1.212 1.369 -0.491
C 0.2336 -5.9058 -10.1794 1.013 -1.857 -0.926 -0.144
H -3.5064 5.9015 -3.3891 0.375 0.581 -0.156 0.111
H 8.4694 -1.6311 4.6485 0.370 0.364 -0.123 0.101
H 1.5747 -6.0829 -11.9797 0.033 0.154 0.306 0.103
C 3.7303 7.5255 0.7934 -0.900 1.057 0.905 -0.053
H -7.6386 -1.1196 -5.6709 0.660 -0.160 0.159 0.095
H 8.6347 6.6262 -0.0408 -0.284 0.191 0.541 0.076
O 4.6257 -2.1364 -3.6863 -1.436 -1.509 0.269 -0.071
H 0.9852 -0.5697 -0.9048 0.219 0.097 0.760 0.097
H 4.2622 6.2590 -2.3365 0.704 0.135 -0.097 0.074
C 0.8455 3.7875 6.6287 0.325 -0.269 0.023 -0.160
O -2.1037 0.3135 -0.0372 0.575 -0.202 1.081 -0.073
H 4.8462 -4.9592 7.0383 0.093 -0.278 -0.613 0.106
C -6.0918 -0.7930 -3.5828 0.892 0.615 1.471 -0.263
H -0.8381 -0.8167 1.1871 -0.395 -0.087 -0.226 0.110
H 6.5396 -1.2943 2.9381 -0.504 0.320 0.455 0.085
H -0.0859 0.6554 0.6356 -0.522 0.648 0.161 0.099
H -9.1289 -0.4439 6.3605 -0.093 0.376 0.034 0.112
O 2.6453 -6.1637 -0.3725 -1.021 -0.535 0.792 -0.089
C 4.3395 6.6276 -0.2199 -1.527 -0.975 -2.027 -0.484
C -8.7985 0.5497 4.4173 0.934 -0.940 0.228 -0.482
H 0.6128 7.8469 6.2389 0.027 0.094 -0.241 0.090
C -6.9382 -1.9319 -3.9602 0.258 -0.701 -0.685 -0.295
H 0.3520 -4.6006 -14.3686 -0.064 0.399 -0.238 0.082
H 7.1119 -2.8685 3.0578 0.130 -0.433 0.599 0.083
H -7.9578 -2.6164 1.5983 0.155 0.023 -0.070 0.062
H 6.0415 -4.5315 4.7480 -0.079 -0.036 0.140 0.120
C -3.4271 5.1859 -4.2075 -1.842 0.571 -0.416 -0.233
O 3.9250 -6.8498 -2.5407 -0.845 -0.210 0.135 -0.090
C 0.8648 5.2412 7.0923 1.214 1.825 0.382 -0.440
H -4.2363 6.7790 -5.3855 0.906 0.128 -0.392 0.105
C 5.3221 -3.8146 5.1439 -1.439 0.356 0.219 -0.115
O -0.1424 7.4729 6.6987 -0.219 -1.182 0.472 -0.005
H -2.0099 0.7971 -0.8611 0.133 0.041 -0.243 0.070
H 0.6937 -7.5704 -11.6162 0.491 -0.061 0.541 0.104
H 4.8790 -0.3998 5.0319 -0.096 0.123 -0.802 0.096
H -3.2513 -6.1859 -1.9181 -0.303 -0.425 -0.040 0.117
H 8.8885 -1.0836 7.6451 -0.568 0.224 -0.294 0.082
C 2.5930 -7.4312 -2.3443 0.622 -0.488 0.043 -0.202
H -10.3737 0.4497 2.8486 -0.468 -0.323 0.600 0.069
H 2.4699 6.8348 7.1377 -0.032 -0.171 0.787 0.066
H -0.8875 -2.9213 -8.8493 0.128 -0.105 -0.010 0.081
C 2.3980 -7.5089 -0.8152 1.270 1.286 -1.154 -0.215
O -0.4205 -0.1987 -2.1811 -0.831 0.212 -0.103 -0.078
C 5.3636 -0.9844 -3.5728 0.446 1.281 -1.891 -0.245
H 2.6460 -8.4094 -2.8222 -0.211 -0.159 0.154 0.109
H 3.7187 -1.8802 -3.5040 -0.267 -0.312 -0.125 0.088
H -3.0729 -5.4518 -12.8808 0.117 -0.091 0.319 0.076
C 4.4816 4.3166 0.9863 -0.427 0.978 -1.389 -0.142
H -3.5481 -8.6791 0.3279 -0.214 0.190 0.036 0.088
H -2.3352 7.3464 5.1279 -0.753 -0.210 -0.172 0.078
H 3.4195 -5.8713 -0.8589 0.269 -0.087 -0.083 0.058
H -2.6226 5.8655 4.0320 -0.805 -0.125 0.821 0.087
H 5.0645 -0.8290 -5.7780 0.514 -0.196 0.118 0.117
C 3.6413 5.1527 -0.0727 2.402 0.336 1.234 -0.090
H -6.8076 0.0280 -3.5418 0.357 0.428 0.365 0.128
C -2.4655 5.6207 6.9816 0.534 0.692 1.053 -0.037
H -4.8656 4.2198 -3.5256 -0.338 -0.347 0.175 0.073
H -4.6904 -6.9461 0.7468 -0.540 0.343 -0.182 0.117
H -1.9823 5.2091 7.8677 -0.689 -0.309 0.259 0.068
C -0.0047 -3.9539 -13.5670 0.257 0.285 0.573 -0.028
H 3.8469 7.1696 1.8170 -0.149 -0.323 0.044 0.080
C 0.6789 5.3099 8.6642 -0.942 0.713 -0.639 -0.026
H -10.2673 1.9887 3.7208 0.325 0.331 -0.594 0.085
H -10.6404 -2.3019 5.5349 0.456 -0.073 0.551 0.096
H -7.8629 2.4073 4.6216 0.648 0.183 0.296 0.081
H -5.6142 -2.1865 4.3450 -0.314 0.116 0.295 0.083
H -1.3102 -6.9134 -12.4522 -0.191 0.167 0.408 0.109
C -9.6871 1.1761 3.2834 0.669 -1.933 0.200 -0.018
H -0.3904 -2.9926 -13.9064 -0.287 -0.212 -0.343 0.082
H -8.5886 -3.4915 4.4555 -0.468 0.075 -0.955 0.117
N -7.5722 -0.2477 3.9367 -2.017 0.384 3.122 -0.114
H -5.6840 -1.0561 -2.6068 0.022 0.480 0.429 0.117
C -0.7214 -3.9969 -8.9094 -0.103 -0.834 -0.713 -0.040
H -9.4631 -2.1442 2.2979 -0.055 0.218 -0.098 0.053
N -1.1097 -4.1324 -11.3588 0.428 -2.416 1.516 -0.105
H -6.1637 -0.1673 2.8807 0.900 0.574 -0.637 0.081
H 1.0621 -6.0418 -9.4843 0.596 0.458 -0.173 0.114
C -8.4371 -1.8074 2.1495 0.432 -0.814 1.411 0.002
C 6.3812 -3.5104 7.3715 -1.007 -0.721 1.477 -0.156
H -0.0024 -6.6338 -13.5114 -0.500 0.822 -0.783 0.111
H 6.6674 7.7880 -1.3536 0.156 0.183 -0.192 0.110
H 1.1810 -2.7421 -10.8028 -0.393 0.334 0.492 0.085
H -10.5023 0.3990 5.4766 -0.374 -0.539 0.726 0.110
H 4.1416 4.6895 1.9525 0.878 0.122 0.359 0.091
C -3.6959 -6.0211 -0.9367 -1.234 -0.463 2.112 -0.224
H -8.1637 -2.4447 5.6176 0.519 0.542 0.246 0.115
C 8.3952 -2.0553 7.6204 -0.148 -0.618 -0.153 -0.036
H -6.3249 -2.7586 -4.3187 0.066 -0.234 -0.324 0.123
H -7.5230 -2.3151 -3.1240 0.343 0.173 0.345 0.128
H -10.6224 -1.7837 3.9630 0.290 0.599 -0.351 0.083
H -6.4828 -3.5310 3.5655 -0.348 0.101 0.193 0.080
H -9.0743 1.2979 2.3903 0.225 1.310 0.314 0.073
O -5.7854 5.6312 -5.0764 0.672 -0.971 0.373 -0.087
H 6.3873 7.2488 2.1693 0.735 0.371 0.161 0.070
H 6.2269 5.7272 2.8867 -0.115 -0.574 -0.293 0.067
H 2.6108 5.2971 0.2518 0.083 0.117 0.073 0.105
H 6.1740 -3.3978 8.4357 -0.085 -0.470 0.360 0.112
C -9.9920 -1.7533 4.8517 0.472 1.006 0.287 -0.141
H 1.5323 -3.6604 -9.2871 0.351 0.552 -0.097 0.078
O -4.9854 -0.5075 -4.4388 -0.516 -0.471 -0.551 -0.058
C 5.7296 -2.3621 4.7234 1.651 -0.551 0.915 -0.516
C -0.9998 -4.7308 -12.6872 0.429 -0.494 -1.581 -0.488
H 1.4393 4.8571 9.3006 0.261 -0.034 -0.460 0.079
H 2.9196 7.1288 -1.9364 -0.231 0.616 0.654 0.080
H 7.8584 6.1643 2.4127 -0.123 0.450 0.096 0.067
H 3.9588 -1.6278 5.7694 0.166 -0.290 0.188 0.063
H -2.3640 -2.9138 -10.8423 -0.241 0.457 -0.023 0.101
H 4.1338 3.2838 0.9631 0.232 -0.129 -0.116 0.096
H 3.8686 0.9422 -5.7536 -0.179 0.132 0.068 0.081
H 1.1800 3.1705 7.4627 0.440 0.192 0.147 0.115
H -0.0846 -4.3414 -8.0945 0.219 0.259 -0.001 0.078
H 3.2003 -8.1513 -0.4523 -0.141 -0.280 0.307 0.111